No. 1
C27H77N13O15 | ωB97M-V/def2-TZVPD

The HOMO energy comes out at -0.25632 hartree. The calculation puts the largest force on an atom at 7.88 eV/A. The calculation puts the total energy at -79324.672 eV. The orbital gap comes out at 6.990 eV. The value obtained for the relative energy (zero: lowest compared OMol25 entry of this formula, charge and spin) is 4.064 eV. The SMILES is COCCNCCOC.COCCNCCOC.COCCNCCOC.NC(N)=O.NC(N)=O.NC(N)=O.NC(N)=O.NC(N)=O.OCCO.OCCO.

```
! RIJCOSX wB97M-V def2-TZVPD def2/J DEFGRID3
* xyz 0 1
C -1.477 4.028 1.734
O -1.000 4.345 0.658
N -2.781 3.839 1.702
N -0.814 3.744 2.823
H -3.266 3.504 2.522
H -3.103 3.702 0.755
H -1.367 3.622 3.660
H 0.170 3.516 2.855
C 0.971 -2.075 3.683
O 1.229 -1.882 2.510
N -0.295 -2.248 4.173
N 1.891 -1.966 4.611
H -0.367 -2.601 5.117
H -1.101 -1.959 3.638
H 2.774 -1.749 4.170
H 1.545 -2.063 5.554
C 4.645 1.138 1.088
O 4.215 2.205 1.390
N 5.879 0.920 0.702
N 3.919 0.051 1.161
H 6.457 1.748 0.732
H 6.084 -0.042 0.931
H 2.921 0.199 1.206
H 4.174 -0.919 1.039
C 0.259 0.260 0.208
O -0.215 1.233 -0.391
N 0.034 -1.004 -0.031
N 1.064 0.446 1.210
H 0.444 -1.869 0.290
H -0.700 -1.160 -0.707
H 1.093 -0.422 1.725
H 1.139 1.366 1.619
C 2.238 3.890 -1.245
O 1.106 4.327 -1.382
N 3.344 4.577 -0.989
N 2.419 2.641 -1.194
H 3.339 5.580 -0.873
H 4.077 3.973 -0.643
H 3.251 2.168 -1.517
H 1.583 2.076 -1.238
C -5.521 4.883 -0.746
O -4.169 4.410 -0.743
C -4.078 3.250 -1.710
C -2.588 3.045 -2.101
N -1.690 4.191 -2.313
C -2.284 5.004 -3.336
C -1.193 5.821 -3.992
O -0.465 6.315 -2.971
C 0.819 6.779 -3.355
H -5.476 5.715 -0.043
H -6.257 4.157 -0.400
H -5.825 5.211 -1.740
H -4.463 3.432 -2.713
H -4.656 2.351 -1.493
H -2.669 2.353 -2.940
H -2.080 2.354 -1.427
H -0.902 3.717 -2.731
H -3.028 5.686 -2.925
H -2.820 4.544 -4.166
H -1.668 6.719 -4.389
H -0.610 5.485 -4.849
H 1.524 5.947 -3.383
H 1.186 7.639 -2.795
H 0.886 7.098 -4.395
C -3.368 0.280 3.225
O -3.426 1.025 2.012
C -4.621 0.907 1.213
C -4.708 -0.409 0.446
N -3.457 -0.581 -0.217
C -3.181 -1.878 -0.959
C -3.399 -3.190 -0.144
O -2.722 -3.099 1.112
C -2.117 -4.313 1.467
H -4.308 0.172 3.765
H -2.654 0.605 3.982
H -3.028 -0.736 3.028
H -4.415 1.694 0.487
H -5.519 1.229 1.740
H -5.521 -0.534 -0.269
H -4.935 -1.080 1.275
H -2.741 -0.418 0.476
H -2.148 -1.986 -1.289
H -3.762 -1.924 -1.880
H -2.933 -3.967 -0.750
H -4.482 -3.294 -0.076
H -1.322 -4.123 2.187
H -1.585 -4.844 0.678
H -2.637 -5.108 2.002
C 0.012 -5.610 -1.658
O 0.705 -5.185 -0.534
C 1.699 -4.239 -0.863
C 3.004 -4.390 0.015
N 4.265 -4.588 -0.734
C 4.210 -5.780 -1.640
C 4.143 -7.143 -0.851
O 5.262 -7.204 0.128
C 5.301 -8.303 0.956
H 0.420 -6.327 -2.371
H -0.504 -4.728 -2.036
H -0.858 -6.196 -1.361
H 1.274 -3.257 -0.660
H 2.034 -4.094 -1.890
H 2.916 -5.108 0.831
H 3.212 -3.497 0.605
H 4.857 -5.031 -0.046
H 5.152 -5.890 -2.177
H 3.309 -5.854 -2.249
H 4.022 -8.011 -1.500
H 3.255 -7.140 -0.219
H 5.772 -7.946 1.872
H 5.848 -9.137 0.515
H 4.312 -8.703 1.177
C -0.800 -2.362 -3.894
C -1.204 -0.838 -3.995
O -1.927 -0.522 -5.150
O -2.039 -3.156 -4.027
H -0.332 -2.593 -2.937
H -0.133 -2.649 -4.706
H -0.279 -0.262 -4.040
H -1.807 -0.694 -3.099
H -1.293 -0.764 -5.828
H -2.328 -3.258 -4.937
C 2.027 3.608 5.062
C 2.670 3.639 3.730
O 2.039 2.864 2.752
O 2.072 2.297 5.567
H 0.972 3.882 5.036
H 2.504 4.318 5.738
H 3.654 3.193 3.870
H 2.872 4.687 3.512
H 2.690 2.553 2.119
H 2.257 1.744 4.805
*
```

No. 2
C6H4N2 | ωB97M-V/def2-TZVPD

The HOMO energy comes out at -0.32949 hartree. The calculation puts the largest force on an atom at 6.00 eV/A. The calculation puts the total energy at -9261.861 eV. The orbital gap comes out at 7.568 eV. The value obtained for the relative energy (zero: lowest compared OMol25 entry of this formula, charge and spin) is 4.152 eV. The SMILES is C1=NC2=CC=NC2=C1.

```
! RIJCOSX wB97M-V def2-TZVPD def2/J DEFGRID3
* xyz 0 1
C 1.617 0.940 0.818
C 0.034 -0.469 0.490
C -1.102 -1.188 0.760
C -1.691 -0.843 -0.674
C 0.108 0.390 -0.726
C 0.860 1.521 -0.383
H 2.355 1.296 1.400
H -1.058 -1.897 1.578
H -2.743 -1.136 -0.964
H 1.257 2.493 -0.940
N 1.236 -0.279 1.220
N -1.059 -0.129 -1.617
*
```

No. 3
C2H3Br4P | ωB97M-V/def2-TZVPD

The HOMO energy (spin up / spin down) comes out at -0.32989 / -0.31580 hartree. The calculation puts the largest force on an atom at 2.97 eV/A. The calculation puts the total energy at -291578.468 eV. The orbital gap (spin up / spin down) comes out at 7.448 / 8.472 eV. The value obtained for the relative energy (zero: lowest compared OMol25 entry of this formula, charge and spin) is 4.018 eV.

```
! RIJCOSX wB97M-V def2-TZVPD def2/J DEFGRID3
* xyz 0 1
C 0.206 -0.536 0.066
C -2.705 -0.660 -0.085
P -3.511 0.999 -0.110
Br -3.030 -1.720 -1.679
Br -3.039 -1.489 1.606
Br -2.679 1.831 1.727
Br -2.552 1.955 -1.811
H 0.584 0.260 0.736
H 0.714 -0.572 -0.812
H -0.357 -1.429 0.255
*
```

No. 4
C6H13NO7Zn | ωB97M-V/def2-TZVPD

The HOMO energy comes out at -0.33767 hartree. The calculation puts the largest force on an atom at 2.61 eV/A. The calculation puts the total energy at -70676.213 eV. The orbital gap comes out at 9.434 eV. The value obtained for the relative energy (zero: lowest compared OMol25 entry of this formula, charge and spin) is 0.583 eV.

```
! RIJCOSX wB97M-V def2-TZVPD def2/J DEFGRID3
* xyz 0 1
Zn -0.246 0.681 0.781
O -2.130 -1.599 3.297
C -1.427 -0.824 2.465
O -0.433 -0.174 2.846
O -1.684 -0.790 1.214
H -2.843 -1.935 2.727
O -1.030 4.434 0.736
C -0.775 3.121 0.728
O -1.641 2.263 1.026
O 0.381 2.651 0.473
H -0.185 4.810 0.434
C 2.471 -2.009 -0.830
C 1.687 -0.699 -0.850
C 0.263 -0.906 -1.423
O -0.500 0.252 -1.173
C -1.827 0.205 -1.697
N 1.610 -0.129 0.528
H 3.532 -1.792 -0.690
H 2.372 -2.470 -1.816
H 2.163 -2.704 -0.050
H 2.169 0.040 -1.495
H -0.084 -1.822 -0.921
H 0.268 -1.191 -2.478
H -2.196 1.223 -1.570
H -2.492 -0.502 -1.207
H -1.822 0.060 -2.780
H 2.091 -0.808 1.114
H 2.307 0.615 0.611
*
```

Which formula does entry 3 have?
C2H3Br4P

Repeat the third record exactly.
C2H3Br4P | ωB97M-V/def2-TZVPD

The HOMO energy (spin up / spin down) comes out at -0.32989 / -0.31580 hartree. The calculation puts the largest force on an atom at 2.97 eV/A. The calculation puts the total energy at -291578.468 eV. The orbital gap (spin up / spin down) comes out at 7.448 / 8.472 eV. The value obtained for the relative energy (zero: lowest compared OMol25 entry of this formula, charge and spin) is 4.018 eV.

```
! RIJCOSX wB97M-V def2-TZVPD def2/J DEFGRID3
* xyz 0 1
C 0.206 -0.536 0.066
C -2.705 -0.660 -0.085
P -3.511 0.999 -0.110
Br -3.030 -1.720 -1.679
Br -3.039 -1.489 1.606
Br -2.679 1.831 1.727
Br -2.552 1.955 -1.811
H 0.584 0.260 0.736
H 0.714 -0.572 -0.812
H -0.357 -1.429 0.255
*
```

Among the records above, which one has the highest largest force on an atom?
C27H77N13O15

Which value of total energy does entry 2 give?
-9261.861 eV